An isolated molecule of CH3IS3. Source: OMol25; level of theory: ωB97M-V/def2-TZVPD.

Calculated values
Gap between HOMO and LUMO = 7.09 eV
E = -1532.1212 hartree
Structure (SMILES) = CSSSI
Energy above the lowest of the compared OMol25 structures with the same formula, charge and spin = 1.002 eV

The geometry in ORCA input format:
```
! RIJCOSX wB97M-V def2-TZVPD def2/J DEFGRID3
* xyz 0 1
C 1.1059 -0.6492 -0.6248
S 0.5063 -0.0694 1.0361
S -1.2467 -0.9794 1.2701
S -2.6728 0.9406 0.3602
I -1.3823 2.9235 0.6808
H 0.4611 -0.5800 -1.5462
H 1.3027 -1.7015 -0.5660
H 1.9258 0.1153 -0.6102
*
```

natural (NBO) population analysis, charges in e, atoms 1 to 5:
1. C -0.74
2. S 0.17
3. S -0.01
4. S -0.23
5. I 0.12



A structure of composition C35H32F2N11O3PbSe. Source: OMol25; level of theory: ωB97M-V/def2-TZVPD.

Calculated values
Gap between HOMO and LUMO = 5.71 eV
E = -4974.0488 hartree
Energy above the lowest of the compared OMol25 structures with the same formula, charge and spin = 0.000 eV

The geometry in ORCA input format:
```
! RIJCOSX wB97M-V def2-TZVPD def2/J DEFGRID3
* xyz 3 1
Pb 0.7570 -0.8574 2.6299
N 1.9775 2.8443 5.2799
C 0.9899 2.0338 4.9275
N 1.5493 1.0191 4.1313
C 2.8189 1.4313 4.0815
N 3.1384 2.4523 4.7785
C 3.8558 0.7881 3.1943
C 5.0638 1.4139 2.9808
N 5.9327 0.7469 2.2576
C 5.5997 -0.3883 1.6160
C 4.3089 -0.8233 1.6949
N 3.4307 -0.2545 2.5086
H 1.9791 3.5848 5.9322
H -0.0128 2.1756 5.3533
H 5.3398 2.3866 3.3970
H 6.2762 -0.8975 0.9752
H 3.8527 -1.5418 1.0450
F 4.1446 -1.2647 -3.8254
C 3.1599 -0.3623 -3.4601
C 2.5922 -0.4800 -2.2575
C 1.4844 0.2787 -1.8963
C 0.7650 0.0813 -0.6195
O 1.1947 -0.7632 0.1809
C -0.3320 0.8954 -0.4092
C -0.6408 1.8679 -1.3211
N -0.0605 2.0218 -2.4748
C -0.2833 3.1157 -3.3702
C -0.6189 4.4976 -2.8276
C 0.7477 4.2810 -3.5051
C 1.0567 1.2343 -2.8264
C 1.6918 1.3949 -4.1082
C 2.7344 0.5460 -4.4319
N 3.2797 0.5042 -5.7427
C 2.6548 -0.4442 -6.6589
C 2.9004 0.0224 -8.1158
N 4.3840 0.0009 -8.3564
C 5.1008 0.7769 -7.2816
C 4.7196 0.3735 -5.8706
C -0.9642 1.0961 0.9409
O -2.1827 1.2977 1.0418
O -0.1995 1.0739 1.9341
H 2.9349 -1.3188 -1.6523
H -1.4074 2.5738 -1.1761
H -0.7166 2.8706 -4.3824
H -0.6582 4.6442 -1.7677
H -1.4007 5.1377 -3.2854
H 1.5250 4.2045 -2.7124
H 1.1329 4.5436 -4.4802
H 1.2944 2.0575 -4.9255
H 1.5810 -0.4787 -6.5116
H 2.9471 -1.5168 -6.4554
H 2.4379 0.9603 -8.4253
H 2.5120 -0.8181 -8.6900
H 4.4912 0.4619 -9.3245
H 4.6975 -0.9821 -8.3572
H 4.8978 1.8745 -7.4666
H 6.1403 0.6278 -7.5757
H 5.2550 1.0176 -5.1412
H 5.1028 -0.6291 -5.6270
F -7.2203 -3.3497 9.0262
C -6.9943 -3.6139 7.7995
C -7.1230 -4.9354 7.3654
C -7.0420 -5.1304 6.0305
C -6.7746 -4.0526 5.1040
C -6.2941 -4.3712 3.8923
C -6.6294 -2.7477 5.6108
C -6.7348 -2.5160 6.9437
H -7.2497 -5.6573 8.1823
H -7.2793 -6.0588 5.6406
H -6.1529 -5.3684 3.4667
H -5.9717 -3.6363 3.1958
H -6.3874 -1.9847 4.9125
H -6.6048 -1.5297 7.3998
Se -2.8908 -2.3864 -0.0316
N -4.3179 -1.6761 0.7294
C -3.9221 -1.1868 1.8502
C -4.7412 -0.3633 2.6059
C -4.2857 0.1186 3.7887
C -2.8563 -0.0653 4.1398
N -2.0640 -0.7670 3.4413
C -2.5637 -1.3136 2.2301
N -1.7403 -1.9083 1.4347
H -5.7154 -0.0775 2.2449
H -4.8964 0.8158 4.3620
H -2.5011 0.3716 5.0691
*
```

Mulliken population analysis, charges in e, atoms 1 to 5:
1. Pb 1.21
2. N 0.21
3. C -0.29
4. N -0.13
5. C 0.06



A cluster of 6 separate species, C38H84N8O6 in total. Source: OMol25; level of theory: ωB97M-V/def2-TZVPD.

Calculated values
Gap between HOMO and LUMO = 7.81 eV
E = -2387.6146 hartree
Structure (SMILES) = CC1(C)CCCC(C)(C)N1O.CC1(C)CCCC(C)(C)N1O.CC1(C)CCCC(C)(C)N1O.CC1(C)CCCC(C)(C)N1O.NC(N)=O.NC(N)=O
Energy above the lowest of the compared OMol25 structures with the same formula, charge and spin = 0.559 eV

The geometry in ORCA input format:
```
! RIJCOSX wB97M-V def2-TZVPD def2/J DEFGRID3
* xyz 0 1
C -1.8975 3.5723 -1.6011
C -1.1485 3.1884 -2.9060
C 0.3156 3.0291 -2.4361
C -1.6688 1.8540 -3.4455
C -3.0397 1.8309 -4.1377
C -2.9537 2.7804 -5.2905
C -2.4051 4.2201 -4.9267
C -1.9579 4.7953 -6.2766
C -3.5712 4.9285 -4.2468
N -1.3083 4.1535 -3.9569
O -0.5737 5.3384 -3.8141
H -2.9812 3.6639 -1.7092
H -1.7710 2.8528 -0.7848
H -1.4984 4.4889 -1.1550
H 0.9244 2.7826 -3.3108
H 0.6651 4.0057 -2.0942
H 0.4569 2.3265 -1.6192
H -0.9073 1.4169 -4.0961
H -1.7085 1.2111 -2.5580
H -3.1847 0.7899 -4.4317
H -3.8617 2.0617 -3.4552
H -3.9521 3.0233 -5.6688
H -2.4041 2.2789 -6.0892
H -1.0395 4.3675 -6.6765
H -1.5949 5.8124 -6.0815
H -2.7917 4.8288 -6.9717
H -4.1135 4.2931 -3.5471
H -4.2923 5.3263 -4.9666
H -3.2440 5.7760 -3.6356
H -1.1098 5.9191 -3.2444
C 0.9596 4.4718 4.1760
C 0.2168 3.4423 3.2620
C -1.2910 3.6373 3.4809
C 0.4714 3.7907 1.7642
C 1.7266 3.1622 1.1804
C 1.8366 1.6947 1.5350
C 1.7920 1.4028 3.0320
C 1.6013 -0.1041 3.2063
C 3.1489 1.7428 3.7075
N 0.6064 2.0762 3.5940
O 0.3582 1.7317 4.9248
H 1.9616 4.0712 4.3569
H 1.0498 5.4166 3.6427
H 0.5851 4.5978 5.1910
H -1.5714 4.5157 2.8846
H -1.8589 2.8384 3.0045
H -1.5873 3.9150 4.4886
H -0.4031 3.5417 1.1558
H 0.5772 4.8726 1.6567
H 1.9098 3.3046 0.1172
H 2.5978 3.6011 1.6840
H 2.8596 1.4805 1.2113
H 1.1825 1.0894 0.9129
H 0.7848 -0.4715 2.5794
H 1.3644 -0.4160 4.2219
H 2.5144 -0.6123 2.8917
H 3.4727 2.7442 3.4129
H 3.9204 1.0509 3.3803
H 3.0312 1.7400 4.7915
H 1.1616 1.8864 5.4480
C 5.4582 -0.2488 -2.4682
C 4.2784 0.4515 -3.1633
C 4.7320 1.8642 -3.5188
C 3.8313 -0.1906 -4.4956
C 3.2477 -1.6125 -4.3837
C 2.0368 -1.5926 -3.4409
C 2.3065 -0.8169 -2.1169
C 0.9178 -0.5673 -1.5431
C 3.0911 -1.7652 -1.1558
N 3.0381 0.4419 -2.3829
O 3.0562 1.2496 -1.2158
H 5.7079 0.2107 -1.5146
H 5.2558 -1.3100 -2.3830
H 6.3257 -0.1245 -3.1227
H 5.2212 2.3700 -2.6854
H 5.3692 1.8596 -4.4023
H 3.8815 2.4922 -3.8068
H 3.0360 0.3186 -5.0393
H 4.7424 -0.3178 -5.0881
H 2.9501 -1.8476 -5.4079
H 4.0397 -2.3115 -4.1065
H 1.7818 -2.6261 -3.2030
H 1.1795 -1.1220 -3.9264
H 0.4688 0.2483 -2.1135
H 0.9922 -0.2942 -0.4901
H 0.2295 -1.4037 -1.6585
H 2.3421 -2.4035 -0.6823
H 3.5597 -1.1492 -0.3841
H 3.8774 -2.3947 -1.5630
H 2.7828 2.1142 -1.5453
C 0.7908 -3.2432 1.5560
C 0.3799 -4.6996 1.2410
C 0.5190 -5.0372 -0.2439
C 1.3411 -5.6355 1.9913
C 1.0195 -5.8260 3.4862
C -0.4444 -6.2244 3.6730
C -1.4664 -5.3267 2.9519
C -2.7495 -6.1785 2.9396
C -1.6483 -4.1083 3.8571
N -1.0109 -4.9762 1.6089
O -1.9353 -4.1279 0.9858
H 0.2911 -2.4595 0.9855
H 0.6369 -3.0622 2.6178
H 1.8502 -3.1029 1.3220
H 0.0790 -6.0223 -0.4233
H 0.0639 -4.3830 -0.9907
H 1.5412 -5.1817 -0.6137
H 1.5339 -6.6145 1.5504
H 2.3245 -5.1543 1.9774
H 1.7255 -6.4925 3.9849
H 1.1829 -4.8997 4.0476
H -0.5784 -6.0904 4.7572
H -0.6257 -7.3030 3.7061
H -2.5891 -7.0658 2.3274
H -3.6785 -5.7555 2.5532
H -2.9735 -6.3305 3.9956
H -2.3156 -3.3461 3.4550
H -0.6717 -3.6876 4.0968
H -2.0967 -4.3674 4.8192
H -1.8176 -3.2183 1.3384
N -6.5693 -2.5083 3.5242
C -5.5075 -3.3651 3.3615
N -4.8191 -3.1934 2.2063
O -5.2114 -4.2200 4.1976
H -6.7099 -1.8354 2.7949
H -7.1114 -2.4353 4.3603
H -5.0975 -2.6158 1.4399
H -4.0127 -3.7964 2.1177
N -3.5151 0.1340 2.2344
C -2.3073 -0.3217 1.7507
N -1.5672 0.6513 1.1281
O -2.0567 -1.5229 1.7862
H -3.8524 0.9846 1.8310
H -4.0192 -0.6356 2.6493
H -0.6359 0.3685 0.8765
H -1.7847 1.5790 1.4338
*
```

Mulliken population analysis, charges in e, atoms 1 to 5:
1. C -1.02
2. C 1.51
3. C -1.20
4. C -1.30
5. C -0.84



A structure of composition C7H17N. Source: OMol25; level of theory: ωB97M-V/def2-TZVPD.

Calculated values
Gap between HOMO and LUMO = 8.06 eV
E = -331.4431 hartree
Energy above the lowest of the compared OMol25 structures with the same formula, charge and spin = 6.199 eV

The geometry in ORCA input format:
```
! RIJCOSX wB97M-V def2-TZVPD def2/J DEFGRID3
* xyz 0 1
C 1.8380 0.8658 -0.1138
C 1.1984 -0.1776 -1.0773
C 0.5516 0.5396 -2.3434
N 0.3367 -1.2939 -0.5774
C -0.4254 -0.3697 -0.0667
C -0.8152 -0.4371 1.3839
C -1.5664 0.9385 1.5524
C 0.3032 -0.5891 2.3095
H 2.6203 1.5330 -0.6529
H 1.0547 1.5310 0.3895
H 2.3082 0.3733 0.7794
H 2.0307 -0.8431 -1.4674
H 0.0187 -0.3240 -2.8374
H 1.3591 1.0212 -2.9563
H -0.2738 1.1642 -1.9300
H -1.2743 0.0290 -0.6954
H -2.0459 -2.0760 -2.2544
H -2.1327 -2.3188 -2.9281
H -1.5008 -1.3210 1.3867
H -1.2315 1.8691 1.1335
H -2.0371 1.2322 2.5559
H -2.4590 0.7714 0.9068
H 1.1525 -1.0654 1.7111
H 0.1874 -1.3708 3.0896
H 0.8025 0.3182 2.7021
*
```

natural (NBO) population analysis, charges in e, atoms 1 to 5:
1. C -0.64
2. C -0.13
3. C -0.64
4. N -0.55
5. C 0.30